1.
55
Properties=species:S:1:pos:R:3:forces:R:3 method="wB97M-V/def2-TZVPD" e_lumo_ev=-2.48 e_above_lowest_ev=3.433 total_energy_ha=-1244.735555 spin_multiplicity=1 charge=+1 largest_force_ev_per_a=2.2
O 4.0811 2.4544 -1.6993 -0.1 0.0 -1.0
O 2.0980 2.4341 0.0376 -0.4 0.9 -0.7
O -2.2482 0.4472 2.1150 -0.3 -0.1 -0.1
O 0.6336 -3.7700 -0.8773 0.3 -0.4 -0.5
O -3.1197 -1.6649 0.5167 0.3 0.4 0.3
O -1.2531 3.7838 2.2746 0.4 -0.1 0.0
O 2.9086 -2.8655 -1.9138 0.5 -0.4 0.0
O -1.1965 2.4845 -0.5020 -0.1 0.9 1.0
O -1.8668 -3.0695 -1.7520 0.4 0.1 0.1
O -3.4698 2.2566 -3.1438 0.1 -0.1 0.2
O -3.7412 -1.3319 -3.0548 0.7 -0.7 -0.4
O -1.5076 0.2507 -2.2897 0.7 1.3 0.6
O 1.7401 3.2346 2.7481 0.3 -0.3 -0.1
N 0.4192 0.7931 1.9133 0.0 0.4 0.9
C 1.3529 0.3012 0.8337 -0.3 -1.5 0.1
C 0.7861 -2.4104 2.9998 -1.4 0.1 0.0
C 0.7050 -1.9820 1.7449 1.7 -0.3 -0.6
C 1.8613 -1.1262 1.2337 0.4 0.6 1.1
C 2.5425 1.2335 0.5890 -0.9 -1.8 -1.0
H 0.9608 3.7783 2.6099 -0.3 0.4 0.1
H 2.5924 -1.1170 2.0679 -0.5 0.7 0.1
H 2.3652 3.4844 2.0462 -0.4 0.0 0.2
H -0.5824 0.9606 1.6261 0.7 0.1 0.2
H 3.0928 0.5381 -0.1053 0.3 1.4 0.4
H -2.2057 -3.9248 -2.0342 -0.1 0.1 -0.1
H 3.5229 2.6854 -2.4579 0.2 0.1 0.0
H -0.8951 -3.1390 -1.8223 -0.3 -0.1 0.2
H -1.5700 1.6884 -0.8837 0.5 -0.3 -0.5
H 2.6230 2.7150 -0.7404 0.1 -0.7 1.0
H -2.8643 0.9248 2.6797 0.1 0.1 0.0
H -0.2554 2.5763 -0.6868 -0.1 -0.5 -0.4
H 3.5242 -3.0590 -1.1918 0.0 0.1 -0.2
H -0.0787 -2.2783 1.0408 0.2 0.0 0.4
H 3.1990 -3.4482 -2.6307 0.1 0.2 0.0
H 1.5289 -2.1107 3.7189 0.5 0.0 -0.2
H -2.3244 -1.9014 0.0183 -0.4 -0.4 -0.2
H -2.7897 -0.1724 1.5919 0.1 -0.1 0.0
H -4.3483 -1.5313 -2.3364 -0.2 0.8 -0.4
H -1.9236 0.0356 -3.1240 0.1 -0.9 0.1
H -3.4285 3.0947 -2.6707 -0.1 0.1 -0.1
H -3.8545 -2.0319 0.0231 0.0 -0.1 -0.1
H -0.0286 -2.9747 3.4210 -0.1 -0.3 0.1
H -2.8943 1.6862 -2.6206 0.0 0.1 0.1
H 1.5188 -3.7084 -1.3075 -0.6 0.3 0.3
H 0.8214 1.6396 2.4015 -0.3 -0.2 -0.7
H 2.5826 -1.4889 0.4908 -1.1 -0.3 -0.7
H 0.7414 0.0864 -0.0880 0.6 0.9 0.7
H 0.3226 0.0924 2.6768 0.0 0.1 -0.7
H -3.8778 -0.4851 -3.4837 -1.0 0.1 0.4
H -2.1285 4.1287 2.0723 0.0 0.1 0.1
H 3.0647 1.4162 1.5257 0.3 -0.2 0.0
H 0.2999 -4.6378 -1.1365 0.0 0.0 0.3
H -0.8744 3.5962 1.4066 -0.4 -0.1 -0.2
H -1.3409 -0.5187 -1.7415 -0.5 -0.5 -0.7
H 4.7791 1.9470 -2.1294 0.2 0.0 0.3

2.
128
Properties=species:S:1:pos:R:3:forces:R:3 method="wB97M-V/def2-TZVPD" e_lumo_ev=-3.08 e_above_lowest_ev=0.000 total_energy_ha=-2422.657100 spin_multiplicity=1 charge=+1 largest_force_ev_per_a=1.3
F -5.8544 0.5003 0.8434 0.1 -0.2 0.1
O -1.7244 3.9193 0.7123 -0.1 0.0 0.0
O 6.0745 -5.0258 -0.0786 -0.1 0.1 0.0
O 5.8555 -0.5063 2.2588 0.1 0.0 -0.1
O -0.4271 8.0340 -0.9142 0.0 -0.1 0.1
O 10.2208 0.5535 1.4002 -0.1 0.1 0.0
O -7.6772 3.4533 -6.4007 0.1 0.0 0.0
O -5.4042 1.2159 -3.0515 0.0 0.1 0.1
O 1.7187 -5.8476 1.0901 0.1 0.0 -0.1
N 4.2565 -4.4153 2.1812 0.0 -0.1 0.0
N -8.0883 2.4173 -3.4912 0.0 -0.1 0.0
N -5.5927 -1.6430 0.0071 -0.1 -0.3 0.4
N 8.2551 0.9916 3.5662 0.0 -0.1 0.0
N -1.1103 5.1601 -1.9090 0.1 0.0 0.1
N -2.4480 -3.2359 -0.4147 -0.4 0.6 -0.2
N -0.8094 -1.5509 1.6473 -0.3 -0.1 -0.4
N -3.6273 -1.4219 1.2733 -0.1 -0.2 -0.5
N -3.7171 -2.6928 -0.7503 -0.1 -0.5 1.2
C -1.2997 -0.3252 1.0455 -0.1 0.1 0.1
C -3.1314 4.0302 0.6567 0.2 0.0 0.0
C -6.4267 -0.7557 0.8037 -0.5 0.0 0.0
C 7.0425 0.4707 4.1864 0.0 0.2 -0.1
C -4.3143 -1.9271 0.2070 0.6 0.1 -0.4
C -6.3644 2.9531 -6.2423 0.0 0.1 -0.1
C -1.1228 3.2506 -0.3915 0.2 -0.1 0.2
C 9.3955 0.0863 3.6191 -0.2 0.1 -0.1
C 5.9479 -3.7962 -0.7646 0.0 -0.1 0.0
C 3.0680 -4.8584 2.8962 0.0 0.2 0.0
C -0.3744 6.2264 -2.5848 -0.2 0.0 -0.1
C -6.6234 0.7315 -2.5142 0.0 -0.2 0.0
C -1.1592 -4.9800 0.6839 -0.1 0.0 0.1
C 2.5422 -6.1163 -0.0332 -0.2 0.1 0.0
C 6.4748 -4.9039 1.2816 0.2 -0.2 0.0
C 6.7563 -0.6768 1.1818 -0.2 0.1 0.0
C 10.1185 1.8193 0.7778 0.0 -0.1 0.0
C -4.8392 2.2988 -2.3316 0.0 -0.1 -0.1
C -0.7535 7.5170 0.3605 0.0 0.1 0.0
C -9.0844 2.7930 -4.4928 0.0 0.1 0.1
C 0.3966 7.2150 -1.7191 0.1 0.1 -0.1
C -0.2734 4.2022 -1.2007 -0.1 0.2 0.0
C -2.5561 -4.4925 0.3113 0.2 -0.5 0.2
C -6.7499 -1.2332 2.2085 0.4 0.7 -0.1
C 6.3890 -0.7484 3.5470 -0.1 -0.1 0.2
C 10.5426 0.6095 2.7851 0.1 -0.2 0.0
C -2.8300 -0.1812 1.0549 0.4 0.0 0.3
C 2.3205 -6.0707 2.3540 -0.1 0.0 0.2
C 5.3699 -5.3546 2.2088 -0.2 0.1 -0.1
C -8.7186 2.6070 -5.9601 -0.2 0.0 -0.1
C -7.7857 0.9966 -3.4446 0.1 0.2 -0.1
H 11.0362 2.4000 0.9080 0.0 0.0 0.0
H 5.1153 -3.1979 -0.3759 0.1 0.1 0.0
H -4.3729 -3.4250 -1.0362 0.0 0.3 -0.7
H 0.0490 6.8912 0.7604 0.0 0.0 0.0
H 0.1982 -1.5296 1.6753 0.1 -0.1 0.2
H -3.4596 4.4688 1.5969 0.0 0.0 0.0
H 7.5097 -1.4395 1.3975 0.1 0.0 0.0
H -0.9272 -4.7480 1.7160 0.1 0.1 0.1
H 5.0766 -6.3693 1.9043 0.1 0.0 0.1
H -1.0971 6.7962 -3.1725 0.0 0.0 0.0
H -5.7505 3.3857 -7.0313 0.0 0.0 0.0
H -7.3544 -0.6639 0.2435 0.0 0.0 -0.2
H -5.4592 3.1976 -2.3982 0.0 0.0 0.1
H -4.7016 2.0382 -1.2766 0.0 0.0 0.0
H 7.3443 -5.5507 1.4262 0.0 0.0 0.0
H -6.8136 1.1639 -1.5270 0.0 0.1 0.0
H -3.6033 3.0466 0.5448 0.0 0.0 0.0
H 7.2540 0.2598 0.9152 0.1 -0.1 0.0
H -0.9253 0.5515 1.5804 0.0 0.3 -0.1
H 6.3054 1.2775 4.1907 0.0 0.0 0.0
H -1.9779 -3.3966 -1.2948 0.2 0.2 -0.1
H 1.4994 -6.2836 3.0448 0.0 0.0 0.0
H 1.8908 -6.4255 -0.8518 0.0 0.0 0.0
H 2.9444 -6.9707 2.3238 0.1 0.0 -0.1
H -8.6662 0.4595 -3.0773 0.0 0.0 0.0
H -3.0726 -5.2615 -0.2765 -0.1 0.0 -0.2
H -6.8393 -2.3098 2.2617 -0.1 -0.2 0.0
H -0.3986 -4.5021 0.0758 0.1 0.0 -0.1
H 10.8046 1.6281 3.0829 -0.1 0.0 0.0
H 3.0902 -5.2284 -0.3595 0.1 0.0 0.0
H 9.7236 -0.0102 4.6578 0.0 0.0 0.0
H -7.6667 -0.7460 2.5193 -0.2 -0.1 0.1
H -4.2239 -1.3665 2.0816 -0.1 0.3 0.0
H -1.1712 -1.6655 2.5814 0.1 0.0 0.2
H -9.5971 2.8798 -6.5495 0.0 0.0 0.0
H -0.9544 -0.2230 0.0206 0.2 -0.3 -0.1
H 9.1511 -0.9193 3.2479 0.1 0.0 0.1
H -1.0522 -6.0517 0.5641 0.0 -0.1 -0.1
H -6.0230 -2.0381 -0.8132 -0.1 0.0 -0.1
H -9.3121 3.8497 -4.3404 0.0 0.0 0.0
H -1.7541 5.5796 -1.2504 0.0 0.0 0.0
H 2.3663 -4.0192 2.9085 0.0 0.0 0.0
H -3.8672 2.5162 -2.7710 0.0 0.0 0.0
H -10.0058 2.2390 -4.2890 0.0 0.0 0.0
H 0.3207 5.7696 -3.2957 0.0 0.0 0.0
H 7.0631 -1.6132 3.5199 0.1 0.0 -0.1
H 9.2737 2.3991 1.1660 0.0 0.1 0.0
H -0.4806 2.4681 0.0251 0.0 0.0 0.0
H -1.6839 6.9402 0.3417 0.0 -0.1 0.0
H -3.4577 4.6784 -0.1639 -0.1 -0.1 0.0
H 0.9257 7.8922 -2.3937 0.0 0.0 0.0
H 7.2614 0.2374 5.2330 0.0 0.0 0.0
H 9.9642 1.6459 -0.2856 0.0 0.0 0.0
H 0.3044 3.6283 -1.9311 0.0 0.0 0.0
H -6.5106 -0.3568 -2.3988 0.0 0.0 0.0
H -0.9011 8.3635 1.0304 0.0 0.0 0.0
H -8.4897 1.5622 -6.2047 0.1 0.0 0.1
H -1.8779 2.7715 -1.0241 -0.1 0.1 0.0
H -7.5259 0.5836 -4.4294 0.0 -0.1 0.0
H -3.0988 0.4875 1.8670 -0.2 0.0 0.1
H 4.0088 -4.2306 1.2179 0.0 0.1 0.0
H 6.1714 -0.9967 0.3193 0.0 0.0 0.0
H 8.0582 1.2100 2.5981 0.0 0.0 0.0
H -3.1397 -4.3434 1.2165 -0.1 0.2 0.1
H 3.3414 -5.0558 3.9373 0.0 0.0 0.0
H 0.4349 4.6843 -0.5133 0.1 -0.1 0.0
H 5.5400 -1.0355 4.1730 0.0 0.0 0.0
H 5.7564 -4.0273 -1.8109 0.0 0.0 0.0
H 11.4173 -0.0261 2.9479 0.0 0.0 0.0
H -7.2349 2.9287 -3.6766 0.0 0.0 0.0
H 5.7590 -5.4098 3.2294 0.0 0.0 0.0
H 6.7746 -3.8772 1.5102 -0.1 0.0 0.0
H 6.8699 -3.2116 -0.6989 0.0 0.1 0.0
H -5.9277 3.2465 -5.2821 0.0 -0.1 0.0
H -5.9884 -0.8710 2.8964 0.1 -0.2 0.1
H 1.1613 6.7240 -1.1049 -0.1 -0.1 0.0
H -6.3337 1.8636 -6.3342 0.0 0.0 0.0
H 3.2522 -6.9208 0.1695 0.0 0.0 0.0
H -3.1781 0.3114 0.1510 0.0 0.0 -0.2

So what do the calculations give for gap between HOMO and LUMO? Going down the list: 10.582; 6.787 eV.